C26H32Br2MnN7O4S as an isolated structure in a non-equilibrium geometry. Source: the OMol25 dataset; level of theory: wB97M-V/def2-TZVPD.

```
! wB97M-V def2-TZVPD RIJCOSX def2/J DEFGRID3
* xyz 3 4
Mn 1.106 -0.888 -0.749
N -0.280 -2.429 -0.281
C 0.404 -3.615 0.302
C -0.145 -4.946 -0.225
C -1.415 -5.507 0.441
C -1.203 -6.485 1.610
N -0.591 -5.923 2.818
C 0.680 -6.026 3.195
N 1.557 -6.734 2.502
N 1.094 -5.352 4.278
C 1.923 -3.486 -0.036
O 2.680 -4.384 0.202
O 2.223 -2.319 -0.552
H -1.061 -2.143 0.299
H -0.683 -2.697 -1.178
H 0.345 -3.537 1.388
H 0.656 -5.684 -0.174
H -0.344 -4.804 -1.292
H -1.955 -6.086 -0.309
H -2.080 -4.695 0.752
H -0.617 -7.339 1.272
H -2.175 -6.876 1.903
H -1.222 -5.440 3.437
H 1.284 -7.308 1.725
H 2.529 -6.758 2.762
H 0.435 -4.921 4.904
H 2.003 -5.544 4.666
Br 2.380 0.223 3.926
C 3.182 0.778 2.333
C 4.359 1.503 2.330
C 4.990 1.862 1.141
Br 6.547 2.884 1.216
C 4.466 1.448 -0.132
C 5.073 1.636 -1.388
C 4.456 1.138 -2.514
C 3.235 0.471 -2.395
N 2.653 0.280 -1.221
C 3.261 0.746 -0.111
C 2.564 0.422 1.109
O 1.437 -0.172 0.999
H 4.804 1.787 3.274
H 6.016 2.160 -1.461
H 4.907 1.248 -3.490
H 2.724 0.086 -3.269
C -0.770 6.125 -3.410
C -0.556 4.700 -2.913
C -1.891 3.994 -2.661
N -1.689 2.551 -2.425
C -1.144 1.955 -1.390
S -0.526 0.342 -1.682
N -1.056 2.457 -0.162
C -1.695 3.645 0.455
O -0.970 4.383 1.046
C -3.157 3.716 0.360
C -3.951 2.604 0.072
C -5.328 2.733 0.028
C -5.921 3.966 0.272
C -5.137 5.073 0.574
C -3.762 4.949 0.631
H 0.189 6.613 -3.572
H -1.327 6.719 -2.685
H -1.319 6.134 -4.352
H 0.022 4.713 -1.984
H 0.013 4.133 -3.656
H -2.535 4.080 -3.534
H -2.409 4.452 -1.826
H -1.719 1.987 -3.262
H -0.390 2.016 0.453
H -3.499 1.632 -0.083
H -5.942 1.870 -0.192
H -6.998 4.056 0.233
H -5.602 6.028 0.771
H -3.139 5.799 0.881
*
```

HOMO (spin up / spin down) (eV): -15.781 / -15.781
Kohn-Sham gap (spin up / spin down) (eV): 6.59 / 4.92
Lowest unoccupied orbital energy (spin up / spin down) (eV): -9.2 / -10.9

C30H16Cl2F5IrN8O2S2Se as an isolated structure in a non-equilibrium geometry. Source: the OMol25 dataset; level of theory: wB97M-V/def2-TZVPD.

```
! wB97M-V def2-TZVPD RIJCOSX def2/J DEFGRID3
* xyz 1 2
Ir 0.027 0.429 1.003
Cl -3.907 5.969 1.724
C -3.201 4.413 1.979
C -2.431 3.868 0.967
C -1.856 2.623 1.170
N -0.962 1.930 0.305
C -0.948 2.251 -1.047
O -1.824 2.834 -1.636
C 0.324 1.857 -1.735
C 0.613 2.343 -2.997
C 1.843 2.033 -3.552
C 2.702 1.209 -2.842
C 2.304 0.723 -1.608
N 1.150 1.069 -1.035
C -2.066 1.916 2.356
C -2.836 2.470 3.371
C -3.394 3.722 3.175
Cl -4.322 4.410 4.457
N -1.367 0.679 2.403
C -1.823 -0.275 3.299
O -2.947 -0.290 3.757
C -0.819 -1.296 3.769
C -1.224 -2.383 4.530
C -0.247 -3.239 5.011
C 1.085 -2.955 4.738
C 1.381 -1.847 3.960
N 0.447 -1.037 3.469
H -2.295 4.416 0.049
H -0.124 2.959 -3.494
H 2.124 2.417 -4.524
H 3.668 0.926 -3.236
H 2.943 0.037 -1.070
H -3.010 1.949 4.297
H -2.278 -2.525 4.727
H -0.516 -4.104 5.602
H 1.882 -3.578 5.122
H 2.413 -1.590 3.742
N 3.421 0.865 1.607
C 3.057 -0.389 1.309
N 1.815 -0.736 1.055
C 1.690 -2.099 0.838
C 2.846 -2.788 0.858
S 4.161 -1.713 1.204
C 0.306 -2.515 0.684
C -0.252 -3.736 0.692
S -1.974 -3.605 0.579
C -1.855 -1.887 0.544
N -0.602 -1.454 0.581
N -2.914 -1.082 0.484
H 2.707 1.572 1.687
H 4.366 1.097 1.851
H 3.015 -3.839 0.700
H 0.229 -4.696 0.775
H -3.843 -1.445 0.362
H -2.774 -0.087 0.395
F 0.833 0.656 -8.007
C 0.673 0.101 -6.821
C 1.760 -0.485 -6.183
F 2.951 -0.474 -6.770
C 1.588 -1.050 -4.938
F 2.655 -1.584 -4.351
C 0.344 -1.058 -4.293
Se 0.131 -1.804 -2.609
C -0.730 -0.465 -4.970
F -1.935 -0.431 -4.420
C -0.576 0.113 -6.215
F -1.601 0.682 -6.834
*
```

HOMO (spin up / spin down) (eV): -10.121 / -10.121
Energy above the lowest of the compared OMol25 structures with the same formula, charge and spin (kJ/mol): 101.9
Kohn-Sham gap (spin up / spin down) (eV): 6.31 / 5.04
Lowest unoccupied orbital energy (spin up / spin down) (eV): -3.8 / -5.1

A 20-piece molecular cluster, H40O20 overall in a non-equilibrium geometry. Source: the OMol25 dataset; level of theory: wB97M-V/def2-TZVPD.

```
! wB97M-V def2-TZVPD RIJCOSX def2/J DEFGRID3
* xyz 0 1
O 2.104 2.327 -0.655
H 2.136 1.501 -1.144
H 1.597 2.980 -1.138
O 3.365 1.311 1.477
H 2.626 0.861 1.859
H 3.160 1.843 0.697
O -2.147 3.444 -3.219
H -2.483 2.752 -2.637
H -2.197 4.196 -2.615
O 1.163 -0.948 0.856
H 2.011 -0.898 0.385
H 1.246 -0.699 1.773
O -0.372 -3.620 -1.312
H 0.228 -3.086 -0.803
H 0.093 -4.362 -1.702
O -2.825 -3.640 -1.885
H -2.380 -4.405 -1.514
H -2.083 -3.007 -1.834
O -2.637 -1.682 2.968
H -1.760 -1.443 3.309
H -2.873 -0.782 2.697
O 1.634 -3.475 0.764
H 1.899 -3.576 1.687
H 0.906 -2.834 0.915
O 3.543 -2.166 -4.345
H 3.155 -1.760 -3.550
H 3.763 -2.971 -3.864
O 0.692 0.280 -1.921
H 0.714 0.212 -0.975
H 0.528 -0.633 -2.193
O -1.586 0.302 -0.410
H -1.581 -0.651 -0.535
H -0.847 0.463 0.183
O -1.951 2.860 1.280
H -1.036 3.074 1.491
H -2.251 2.617 0.429
O -4.776 0.657 1.560
H -4.446 -0.133 1.135
H -5.363 1.217 1.076
O 1.587 0.627 3.643
H 1.459 1.557 3.427
H 1.691 0.527 4.586
O 0.376 4.017 1.968
H 0.215 4.311 2.898
H 1.253 4.425 1.999
O 0.513 -2.078 -4.301
H 1.252 -1.461 -4.393
H -0.145 -1.458 -4.659
O 3.412 -0.937 -0.710
H 3.930 -0.131 -0.798
H 4.023 -1.497 -1.209
O -0.251 -1.433 4.915
H -0.110 -2.277 4.466
H -1.030 -1.646 5.444
O -1.553 4.195 3.767
H -1.802 3.615 3.034
H -1.841 3.617 4.482
O -1.242 0.094 -5.261
H -2.097 -0.113 -5.624
H -0.608 -0.077 -5.963
*
```

HOMO (eV): -10.460
Energy above the lowest of the compared OMol25 structures with the same formula, charge and spin (kJ/mol): 452.7
Kohn-Sham gap (eV): 10.27
Lowest unoccupied orbital energy (eV): -0.2

An isolated ion of composition C5H6N and charge +1 in a non-equilibrium geometry. Source: the OMol25 dataset; level of theory: wB97M-V/def2-TZVPD.

```
! wB97M-V def2-TZVPD RIJCOSX def2/J DEFGRID3
* xyz 1 1
C 1.542 -1.012 0.335
N 1.560 -0.089 1.028
C 0.627 0.870 1.240
C -0.572 0.792 0.091
C -0.788 -0.316 -0.585
C 0.664 -1.367 -0.711
H 1.056 1.899 1.244
H 0.056 0.947 2.286
H -1.208 1.636 0.070
H -1.586 -0.522 -1.279
H 0.471 -2.443 -0.911
H 1.063 -1.066 -1.825
*
```

HOMO (eV): -15.182
Energy above the lowest of the compared OMol25 structures with the same formula, charge and spin (kJ/mol): 447.1
Kohn-Sham gap (eV): 8.43
SMILES: C1#[N+]CC=CC1
Lowest unoccupied orbital energy (eV): -6.8